Density functional theory data (wB97M-V/def2-TZVPD) for C2H3NOS in the gas phase.

Positions of all 8 atoms, in Å:
N  -0.64  -0.44  -0.36
H  -2.15  0.84  -0.65
C  -1.30  0.58  -0.04
S  2.06  -0.32  0.13
O  2.09  1.14  -0.04
H  -1.09  1.20  0.83
H  0.53  -2.04  0.09
C  0.51  -0.96  0.03

Results
E_HOMO (alpha / beta) = -8.6 / -8.6 eV
LUMO energy (alpha / beta) = -0.4573 / -0.4571 eV
Kohn-Sham gap (alpha / beta) = 8.1 / 8.1 eV

Density functional theory data (wB97M-V/def2-TZVPD) for 2 unconnected molecules or ions with the total composition ClHIOPS.

Positions of all 6 atoms, in Å:
P  -1.73  0.09  -0.80
S  -3.39  -0.97  -0.63
Cl  -0.57  2.36  0.95
O  -0.40  -0.45  -0.17
I  -0.98  0.85  -3.10
H  -0.16  0.17  0.56

Results
E_HOMO (alpha / beta) = -10.0 / -9.9 eV
LUMO energy (alpha / beta) = -3.7808 / -3.7863 eV
Kohn-Sham gap (alpha / beta) = 6.2 / 6.2 eV

Density functional theory data (wB97M-V/def2-TZVPD) for a molecular structure, C38H40F12Ge2NO2SiTi.

Positions of all 97 atoms, in Å:
C  3.63  -1.12  3.80
H  2.78  3.01  2.26
C  5.03  2.21  0.17
C  3.27  -1.25  -1.27
H  -0.19  -4.03  0.07
H  -2.75  -3.62  5.41
H  -2.13  4.23  1.83
H  1.08  -2.54  1.31
C  0.48  -4.44  -1.90
C  -1.48  4.39  0.97
H  2.34  -4.48  -4.47
F  1.57  0.46  -3.39
C  0.68  -3.97  -3.19
C  -1.21  0.08  2.33
H  5.57  1.69  -0.62
H  1.89  2.75  -2.33
F  -2.64  0.81  -3.49
F  0.27  -0.38  4.19
H  0.46  -2.28  -4.45
C  4.80  -2.85  -3.01
C  2.24  3.15  1.32
C  1.82  -2.15  1.99
C  4.07  -0.68  -2.26
C  -3.61  3.45  -0.94
F  -1.63  0.54  4.67
F  -0.09  1.50  -4.31
H  -4.00  4.37  -0.49
H  2.24  4.21  1.06
F  -3.22  0.27  -0.76
C  -0.50  -2.31  -1.18
H  -1.24  4.87  -2.18
H  -0.72  3.26  -2.71
H  -3.40  -4.84  1.93
C  0.36  0.29  -3.94
Ge  2.14  -0.13  -0.08
C  -1.56  -1.42  2.22
H  2.75  4.12  -1.62
H  -3.27  -5.02  4.47
C  2.81  3.05  -1.82
C  -2.04  -0.37  -3.53
C  3.38  -0.45  2.61
H  4.33  -0.70  4.52
H  0.79  -5.45  -1.64
C  -0.08  -3.63  -0.93
Ti  -1.53  0.50  -0.12
H  4.08  0.40  -2.40
F  -2.84  -1.27  -2.95
C  -2.86  -3.90  2.03
C  -2.48  0.89  1.86
H  2.66  -3.13  -0.42
H  -2.05  -1.58  4.29
C  -3.30  -3.93  4.52
C  -0.24  -1.80  -2.49
H  -0.45  4.36  1.33
H  -1.66  5.40  0.58
F  -3.65  0.20  2.14
C  4.83  -1.46  -3.12
C  -1.62  -2.09  0.96
C  -0.61  -0.35  -2.88
C  1.31  -4.81  -4.27
H  3.89  0.49  2.42
C  4.02  -3.43  -2.02
H  5.34  1.79  1.13
C  -2.10  -2.07  3.33
H  1.36  -5.86  -3.97
H  -2.47  -3.76  -0.06
H  1.21  2.83  1.49
F  0.58  -0.38  -5.10
O  -0.53  0.54  -1.85
H  3.98  -4.51  -1.93
C  -2.72  -3.31  3.28
H  5.30  3.27  0.15
C  2.98  -2.31  4.08
F  -2.60  2.05  2.60
C  -0.79  3.93  -1.85
F  -1.97  -0.73  -4.84
H  1.53  -3.74  3.39
N  -1.05  -1.53  -0.19
C  -0.66  0.48  3.71
C  2.07  -2.82  3.17
C  2.48  -0.96  1.68
F  -0.09  1.68  3.68
C  -2.34  -3.29  0.91
C  3.27  -2.64  -1.17
H  -4.25  2.62  -0.65
H  -4.34  -3.64  4.66
O  -0.29  0.52  1.38
H  0.23  4.15  -1.52
H  3.65  2.86  -2.49
C  0.31  -2.65  -3.44
Si  -1.79  3.14  -0.43
H  -3.68  3.56  -2.03
Ge  3.07  2.11  -0.12
H  0.76  -4.75  -5.21
H  5.43  -0.99  -3.89
H  5.39  -3.46  -3.68
H  3.18  -2.83  5.02

Results
E_HOMO (alpha / beta) = -1.6 / -1.6 eV
Net charge = -2
⟨S²⟩ = 0.75
LUMO energy (alpha / beta) = 4.3688 / 4.2855 eV
Multiplicity = 2
Kohn-Sham gap (alpha / beta) = 5.9 / 5.9 eV

Density functional theory data (wB97M-V/def2-TZVPD) for a molecular structure, F8Li2N5O19S8.

Positions of all 42 atoms, in Å:
S  -12.95  -12.25  3.53
O  -11.42  -9.90  10.89
Li  -9.52  -8.61  8.24
F  -9.20  -12.41  2.19
O  -10.25  -6.70  4.88
O  -10.15  -14.35  8.32
O  -5.52  -10.31  3.82
S  -5.59  -11.47  2.99
N  -10.26  -13.91  7.16
O  -7.30  -7.09  5.94
F  -7.03  -9.47  6.03
O  -8.32  -12.12  10.17
Li  -9.63  -10.73  6.87
F  -11.52  -8.01  6.39
N  -9.23  -8.75  6.38
O  -8.45  -9.83  11.09
N  -13.79  -12.53  4.84
F  -7.45  -10.22  8.98
F  -12.06  -10.47  8.76
S  -10.40  -8.10  5.23
F  -13.79  -11.70  7.02
N  -9.69  -10.47  8.88
O  -4.97  -12.69  3.41
F  -4.67  -11.08  1.70
O  -9.64  -12.86  6.82
O  -11.74  -11.21  6.12
S  -8.01  -8.29  5.52
F  -13.78  -13.23  2.53
O  -10.97  -9.04  4.34
S  -8.64  -10.74  9.99
S  -13.11  -11.16  5.66
O  -10.97  -14.51  6.34
O  -11.31  -12.27  10.05
O  -13.21  -11.00  2.84
O  -11.64  -12.84  3.57
O  -7.58  -13.71  3.34
O  -8.33  -11.52  4.22
N  -6.97  -11.63  2.00
S  -7.89  -12.33  3.10
S  -11.02  -10.88  9.91
O  -13.73  -9.88  5.48
O  -8.03  -8.58  4.12

Results
E_HOMO = -0.4 eV
Net charge = -3
LUMO energy = 5.0246 eV
Kohn-Sham gap = 5.4 eV

Density functional theory data (wB97M-V/def2-TZVPD) for 4 unconnected molecules or ions with the total composition C16H28Cl6NO3P.

Positions of all 55 atoms, in Å:
C  -3.93  -6.37  2.87
H  1.96  1.62  -7.11
H  -5.36  -4.78  2.61
Cl  2.17  2.41  -2.08
H  -3.79  0.58  0.92
H  2.50  -1.03  2.00
H  1.20  -1.36  3.79
O  -3.98  -1.30  2.10
H  -2.56  1.80  -1.55
H  -3.68  -4.26  2.74
H  3.54  1.50  -6.34
Cl  4.04  5.02  -1.00
C  1.57  -0.48  1.87
H  -3.90  -6.33  3.96
C  3.96  2.49  -2.02
H  3.38  0.92  2.99
C  2.53  3.37  -6.03
P  -1.41  0.34  0.59
H  0.85  0.32  3.77
H  -2.47  -1.49  -0.76
Cl  -5.09  -7.65  2.43
H  1.23  1.64  1.97
C  -1.60  -0.67  2.10
Cl  3.98  4.20  -5.42
H  -4.02  0.84  -1.35
H  1.05  -0.95  1.05
C  -3.42  1.62  -0.91
H  -4.04  2.51  -0.87
C  2.87  2.17  -6.87
H  4.30  2.93  -2.95
H  -0.69  -1.50  -0.80
C  1.97  0.97  1.53
C  -4.34  -5.02  2.34
C  -0.68  -0.93  3.03
Cl  3.64  2.61  -8.41
N  3.28  1.36  2.08
C  -2.85  -1.36  2.53
C  0.76  -0.58  3.17
H  1.95  3.06  -5.16
C  -1.34  -1.73  4.12
Cl  -4.23  -4.94  0.56
H  1.94  1.14  0.46
C  -1.57  -0.88  -0.78
O  -0.91  -1.92  5.23
H  4.32  1.47  -1.95
H  -2.95  -6.66  2.50
C  -3.02  1.23  0.51
O  -2.55  -2.16  3.65
H  -2.96  2.09  1.17
H  1.95  4.09  -6.60
H  -1.56  -0.30  -1.70
H  5.52  3.22  -0.77
H  4.00  2.94  0.10
H  4.00  0.93  1.51
C  4.44  3.29  -0.83

Results
E_HOMO = -9.0 eV
LUMO energy = -1.0448 eV
Kohn-Sham gap = 8.0 eV
SMILES = CCP(C)C1=C(CCCN)C(=O)OC1=O.ClCCCl.ClCCCl.ClCCCl

Density functional theory data (wB97M-V/def2-TZVPD) for C4H7NO2 in the gas phase.

Positions of all 14 atoms, in Å:
H  1.81  -1.36  -0.59
C  -1.01  1.34  0.44
N  1.37  0.72  -0.24
H  -1.10  2.12  -0.34
C  0.20  0.44  0.13
H  -1.24  1.48  1.50
H  -2.12  -1.52  0.89
O  -0.28  -0.83  0.32
H  3.09  -0.43  0.22
C  -1.69  -0.81  0.17
H  2.80  -0.20  -1.50
O  -2.16  0.47  0.41
H  -1.96  -1.03  -0.86
C  2.29  -0.38  -0.54

Results
E_HOMO = -9.9 eV
LUMO energy = 0.8636 eV
Kohn-Sham gap = 10.8 eV
SMILES = C/N=C1/COCO1

Density functional theory data (wB97M-V/def2-TZVPD) for 3 unconnected molecules or ions with the total composition C5H13NO3.

Positions of all 22 atoms, in Å:
N  -2.30  2.02  0.48
C  1.27  -1.93  -0.98
H  2.30  -2.40  0.83
O  1.08  0.34  -0.37
H  0.30  -1.96  -1.47
H  0.59  -2.03  1.03
H  -2.34  1.71  -1.58
H  -3.19  2.49  0.56
C  1.32  -2.52  0.39
C  -2.08  1.17  -0.67
H  -2.68  0.25  -0.60
H  -1.38  2.97  3.22
H  1.07  -3.58  0.34
H  0.83  0.78  0.45
C  -1.47  2.13  1.52
H  2.08  0.06  -0.69
H  3.35  -1.90  -1.37
H  -1.03  0.89  -0.74
C  2.37  -1.57  -1.70
O  -0.39  1.58  1.66
O  -1.99  2.95  2.47
H  2.29  -1.45  -2.77

Results
E_HOMO = -8.8 eV
LUMO energy = 0.6979 eV
Kohn-Sham gap = 9.5 eV
SMILES = CNC(=O)O.C=CC.O

Density functional theory data (wB97M-V/def2-TZVPD) for a molecular structure, C26H41AsO5PRuS4.

Positions of all 79 atoms, in Å:
C  -2.34  -2.43  -2.58
O  2.20  1.99  0.32
C  2.33  3.42  -1.60
C  -1.60  -0.92  -0.66
C  -2.68  0.05  -2.72
H  -1.27  -3.32  1.31
H  0.60  -2.25  3.19
C  1.14  -1.71  0.26
O  0.51  4.22  0.98
P  -0.31  -0.62  0.64
O  0.10  2.74  -1.62
C  2.99  2.68  -0.42
C  3.51  -2.26  0.95
S  -0.01  2.10  3.37
H  -2.19  -3.00  5.48
C  0.99  3.14  -3.71
H  0.45  5.28  -3.62
H  1.88  3.45  -4.25
H  -0.57  -0.35  -2.48
H  -0.95  -2.99  -1.02
H  -2.77  -3.42  -2.78
H  2.69  -0.27  0.62
C  -0.82  -1.51  4.66
H  -0.81  4.55  -1.25
C  -0.06  -1.39  3.34
S  -2.24  2.39  0.82
H  0.45  2.41  -4.33
H  2.77  -3.90  -0.27
H  0.91  -2.73  0.59
C  -1.06  -1.32  2.18
H  1.56  1.47  -2.34
H  0.82  -2.30  -1.81
C  3.45  -3.05  -0.36
H  -1.18  -0.51  4.93
C  -1.82  -3.44  3.39
H  -0.14  -1.85  5.45
H  4.46  -1.74  1.02
C  -1.41  0.00  -1.87
H  -1.16  1.01  -1.55
H  -0.89  -3.99  3.56
C  1.51  -1.68  -1.23
H  -2.61  -2.83  -0.50
C  0.06  4.17  -1.77
H  -1.50  -2.31  -3.28
H  3.13  3.73  -2.26
H  -2.49  -0.54  -0.15
C  1.35  4.90  0.32
H  -2.62  -4.18  3.35
H  -3.37  0.78  -2.30
H  -4.14  -1.41  -2.05
C  -3.36  -1.33  -2.82
H  0.56  -0.50  3.38
H  1.75  5.54  -1.68
As  -2.19  2.75  3.03
H  -3.86  -1.44  -3.78
H  2.14  -1.02  2.08
C  0.07  4.31  -3.30
H  -1.81  -0.56  2.44
S  -3.39  1.23  3.92
H  3.46  -2.95  1.80
H  -2.42  0.41  -3.73
H  3.62  -1.27  -1.54
O  4.20  2.73  -0.30
C  1.32  2.53  -2.34
C  -2.03  -2.46  4.54
S  -2.50  4.74  3.54
H  3.02  -2.65  -2.45
C  -1.76  -2.69  2.05
H  -0.94  4.19  -3.71
H  4.43  -3.47  -0.60
C  -1.85  -2.37  -1.13
Ru  0.16  2.00  1.03
H  1.40  -0.66  -1.59
C  1.41  4.62  -1.20
C  2.37  -1.23  1.04
C  2.96  -2.14  -1.48
H  -2.93  -1.87  4.36
H  -2.78  -2.52  1.70
O  2.09  5.79  0.75

Results
E_HOMO (alpha / beta) = -1.7 / -1.9 eV
Net charge = -2
⟨S²⟩ = 8.77
LUMO energy (alpha / beta) = 4.0475 / 4.0399 eV
Multiplicity = 6
Kohn-Sham gap (alpha / beta) = 5.8 / 6.0 eV

Density functional theory data (wB97M-V/def2-TZVPD) for a molecular structure, C19H19HgN2PS.

Positions of all 43 atoms, in Å:
P  -1.19  0.81  2.05
H  -0.12  -1.36  -3.37
H  -0.95  -4.73  3.11
H  -4.36  4.27  3.49
C  -4.62  2.44  4.60
H  3.33  1.61  3.84
C  0.27  1.78  2.42
H  -4.67  0.49  5.50
C  -3.02  2.74  2.84
C  -0.72  0.48  -2.79
C  -1.02  -0.94  2.43
H  -0.19  -0.73  4.42
H  -1.07  2.45  -2.50
C  -0.51  -2.77  3.88
H  0.21  2.13  -3.62
C  2.48  2.03  3.33
C  -3.20  0.60  3.96
H  -0.54  3.53  1.45
C  -4.21  1.12  4.76
H  1.40  4.94  1.96
C  2.49  3.37  2.94
N  -0.49  1.79  -2.98
H  1.40  0.19  3.34
H  -5.41  2.84  5.22
C  -1.51  -1.82  1.47
H  -1.87  -3.88  0.98
C  -0.98  -3.66  2.92
H  -1.89  -1.45  0.53
S  -1.92  -0.06  -1.74
C  -1.48  -3.19  1.72
C  1.38  1.23  3.06
H  -2.91  -0.43  4.08
H  0.76  -0.08  -4.12
C  -2.57  1.43  3.02
Hg  1.31  -0.40  -0.13
H  -0.13  -3.15  4.83
C  -4.03  3.25  3.64
H  -2.59  3.37  2.07
C  1.39  3.91  2.28
H  3.35  3.98  3.15
N  0.06  -0.38  -3.47
C  -0.53  -1.41  3.65
C  0.29  3.11  2.01

Results
E_HOMO (alpha / beta) = -11.0 / -10.9 eV
Net charge = +1
⟨S²⟩ = 0.76
LUMO energy (alpha / beta) = -2.5227 / -5.8850 eV
Multiplicity = 2
Kohn-Sham gap (alpha / beta) = 8.4 / 5.0 eV

Density functional theory data (wB97M-V/def2-TZVPD) for C15H15N3S2 in the gas phase.

Positions of all 35 atoms, in Å:
C  2.07  -0.02  -1.39
N  3.27  -2.47  0.89
C  -2.16  -0.87  -0.06
H  -3.89  0.21  -0.68
H  -5.02  0.18  1.53
H  3.07  0.27  -1.75
N  2.30  -1.06  -0.41
H  -0.40  -3.68  -1.22
C  3.53  -1.42  0.07
N  1.95  -2.77  0.93
H  -0.49  0.09  0.89
C  -0.86  -0.74  0.31
C  1.20  2.85  0.92
H  2.76  1.38  0.81
H  -2.89  1.02  0.54
H  -0.16  1.23  -2.30
C  -0.05  -1.83  -0.11
S  4.98  -0.73  -0.27
H  -0.45  4.19  0.76
H  1.49  -0.43  -2.22
H  -3.64  -0.67  2.24
C  1.37  1.18  -0.80
C  0.23  1.69  -1.40
S  -2.41  -2.34  -0.95
H  1.59  3.30  1.82
H  3.94  -3.00  1.42
C  0.06  3.35  0.32
C  -4.20  -0.51  1.32
C  1.38  -1.91  0.15
H  -4.62  -1.47  1.01
H  -1.32  3.16  -1.31
C  -3.30  0.05  0.23
C  -0.76  -2.77  -0.80
C  -0.43  2.77  -0.84
C  1.86  1.77  0.36

Results
E_HOMO = -8.0 eV
LUMO energy = 0.6100 eV
Kohn-Sham gap = 8.6 eV
SMILES = CCc1cc(-c2n[nH]c(=S)n2Cc2ccccc2)cs1

Density functional theory data (wB97M-V/def2-TZVPD) for a molecular structure, C19H14Cl2IIrN4O2S2.

Positions of all 45 atoms, in Å:
H  2.35  2.27  -4.62
C  -0.53  5.60  -0.15
C  -2.11  -0.93  -2.71
O  -5.17  -1.38  -2.30
Cl  0.50  0.07  -3.33
N  2.90  5.64  0.45
C  0.54  4.71  0.08
C  -2.35  -1.16  -1.32
H  -5.35  -2.82  2.01
C  -2.11  -0.83  2.26
H  -4.98  -2.14  -4.24
H  -4.22  -3.04  -2.94
S  -1.20  2.61  -0.20
Ir  -0.14  0.53  -0.02
C  0.32  3.30  0.08
Cl  1.17  -1.43  0.01
C  -3.11  -1.35  -3.63
C  2.05  -0.85  -3.77
H  -4.41  -2.29  4.25
C  -4.42  -2.27  2.10
C  -3.78  -1.86  0.95
S  1.54  2.15  0.34
N  -1.44  -0.46  -4.88
C  -2.66  -1.01  -4.91
H  -3.18  -1.84  -1.23
C  -3.91  -1.97  3.35
H  -2.34  -0.95  4.39
H  1.11  1.92  -5.86
H  -4.28  -2.09  0.02
N  -1.40  6.33  -0.36
H  2.71  1.22  -5.99
C  -1.16  -0.36  -3.59
O  0.65  0.74  -1.98
C  1.84  5.23  0.29
H  -3.17  -1.17  -5.85
C  1.50  0.30  -4.55
H  1.83  -1.86  -4.10
C  1.93  1.51  -5.29
N  -1.86  -0.72  -0.21
C  -4.41  -2.03  -3.31
C  -2.57  -1.15  0.99
H  2.78  -0.74  -2.97
I  -0.43  0.36  2.49
H  -5.59  -0.60  -2.68
C  -2.75  -1.23  3.43

Results
E_HOMO (alpha / beta) = -11.7 / -11.7 eV
Net charge = +1
⟨S²⟩ = 0.78
LUMO energy (alpha / beta) = -4.4412 / -6.2925 eV
Multiplicity = 2
Kohn-Sham gap (alpha / beta) = 7.2 / 5.4 eV

Density functional theory data (wB97M-V/def2-TZVPD) for C5H7NS2 in the gas phase.

Positions of all 15 atoms, in Å:
H  -1.31  -0.12  -1.37
C  -1.18  -0.95  -0.73
H  -2.47  -0.82  2.62
S  3.32  -0.84  0.55
H  0.76  2.54  0.00
H  -0.55  1.85  0.42
H  -0.14  1.75  -1.41
S  0.57  -0.97  -0.97
C  1.02  0.51  -0.01
C  -1.76  -0.75  0.56
H  -1.55  -1.86  -1.19
N  2.24  0.51  0.47
C  -2.11  -0.65  1.67
H  2.91  -1.99  -0.22
C  0.25  1.79  -0.38

Results
E_HOMO = -8.7 eV
LUMO energy = 0.4756 eV
Kohn-Sham gap = 9.1 eV
SMILES = C#CCS/C(C)=N\S

For each record above, in turn, the calculated maximum force values are 2.33 2.99 1.02 7.74 1.61 2.86 4.22 1.00 0.75 0.99 0.64 5.41 eV/Å.